Record 1
Density functional theory data (ωB97M-V with the def2-TZVPD basis set) for a structure of composition C25H33BBr2N4OReS6.

For the HOMO energy (spin up / spin down), the calculation gives -12.69 / -12.75 eV. Its energy relative to the best compared isomer or geometry (same formula, charge and spin) is 0.0 kcal per mole. As for the LUMO energy (spin up / spin down): -7.46 / -7.04 eV. The value obtained for the max |F| is 0.0092 hartree/bohr. The multiplicity is 2. Its net charge is +2. The total energy is -242359.96156 eV.

Each line ends with the Löwdin charge.
CARTESIAN COORDINATES (ANGSTROEM)
1 Re -0.687 -0.237 1.618  0.457
2 Br 0.012 -2.247 -3.048  0.608
3 C 1.787 -2.386 -3.788  -1.025
4 Br 3.090 -1.446 -2.726  0.603
5 H 1.772 -1.942 -4.774  0.004
6 H 2.060 -3.432 -3.825  0.003
7 C -3.049 -2.540 0.514  -0.422
8 C -3.698 -1.170 0.573  -0.448
9 S -3.076 -0.068 1.870  0.843
10 C -3.465 -0.890 3.447  -0.439
11 C -2.590 -2.069 3.841  -0.427
12 S -0.806 -1.727 3.629  0.849
13 C -0.212 -3.327 3.057  -0.448
14 C -0.815 -3.799 1.734  -0.428
15 S -1.215 -2.471 0.549  0.827
16 H -3.324 -3.035 -0.417  0.100
17 H -3.386 -3.170 1.333  0.072
18 H -4.778 -1.267 0.691  0.104
19 H -3.510 -0.602 -0.340  0.080
20 H -4.515 -1.182 3.427  0.106
21 H -3.372 -0.082 4.176  0.092
22 H -2.838 -2.964 3.278  0.066
23 H -2.746 -2.291 4.897  0.103
24 H -0.391 -4.065 3.840  0.107
25 H 0.867 -3.194 2.976  0.062
26 H -1.727 -4.373 1.882  0.085
27 H -0.111 -4.458 1.226  0.091
28 C 0.742 3.878 1.133  0.009
29 N 1.585 3.056 1.995  -0.093
30 C 2.956 3.154 2.083  -0.001
31 C 3.359 2.204 2.959  -0.012
32 N 2.247 1.529 3.403  -0.006
33 B 2.253 0.290 4.353  -0.408
34 N 2.781 -0.960 3.525  0.020
35 C 3.682 -1.839 4.082  -0.025
36 C 3.994 -2.777 3.157  -0.014
37 N 3.272 -2.470 2.028  -0.122
38 C 3.393 -3.168 0.751  -0.022
39 C 2.536 -1.361 2.273  -0.622
40 S 1.555 -0.648 1.011  0.695
41 C 1.187 2.062 2.802  -0.650
42 S -0.477 1.565 3.034  0.683
43 H 0.865 4.926 1.395  0.108
44 H -0.295 3.589 1.273  0.066
45 H 1.025 3.718 0.095  0.104
46 H 3.509 3.897 1.535  0.140
47 H 4.343 1.963 3.321  0.140
48 H 1.144 0.088 4.754  0.038
49 H 3.058 0.471 5.223  0.087
50 H 4.032 -1.710 5.090  0.133
51 H 4.664 -3.617 3.197  0.137
52 H 3.677 -4.198 0.947  0.103
53 H 4.148 -2.692 0.129  0.088
54 H 2.443 -3.137 0.223  0.056
55 C -2.247 4.936 -8.359  -0.062
56 C -2.141 4.405 -6.959  -0.700
57 O -2.658 4.869 -5.990  0.058
58 S -1.086 2.919 -6.921  1.060
59 C -1.106 2.394 -5.247  -0.488
60 C -2.224 2.476 -4.407  -0.052
61 C -2.142 1.989 -3.123  0.006
62 C -0.955 1.395 -2.652  -0.260
63 C 0.159 1.303 -3.511  -0.038
64 C 0.083 1.804 -4.787  -0.084
65 C -0.879 0.893 -1.348  -0.063
66 C -0.827 0.476 -0.182  -0.341
67 H -2.861 5.833 -8.353  0.095
68 H -2.693 4.182 -9.009  0.091
69 H -1.254 5.167 -8.747  0.089
70 H -3.138 2.925 -4.757  0.112
71 H -2.998 2.060 -2.464  0.124
72 H 1.069 0.841 -3.152  0.083
73 H 0.942 1.755 -5.444  0.111

---

Record 2
Density functional theory data (ωB97M-V with the def2-TZVPD basis set) for an isolated molecule of C3H5Cl2F at a distorted geometry.

For the HOMO energy, the calculation gives -10.57 eV. Its energy relative to the best compared isomer or geometry (same formula, charge and spin) is 16.2 kcal per mole. Its structure (SMILES) is C[C@](F)(Cl)CCl. As for the LUMO energy: 0.79 eV. The value obtained for the max |F| is 0.0929 hartree/bohr. The total energy is -30953.78958 eV.

Each line ends with the Löwdin charge.
CARTESIAN COORDINATES (ANGSTROEM)
1 C -1.410 -0.154 -0.144  -0.070
2 C 0.050 0.246 0.361  -0.926
3 F 0.137 -0.291 1.599  -0.034
4 Cl 0.185 2.088 0.368  0.578
5 C 1.260 -0.298 -0.440  -0.471
6 Cl 2.736 0.476 0.356  0.506
7 H -1.667 -1.217 0.261  0.108
8 H -2.200 0.596 0.306  0.107
9 H -1.471 -0.221 -1.221  0.057
10 H 1.166 0.112 -1.380  0.045
11 H 1.214 -1.337 -0.066  0.101

---

Record 3
Density functional theory data (ωB97M-V with the def2-TZVPD basis set) for a cluster of 2 separate species, C4H4IN3 in total at a distorted geometry.

For the HOMO energy, the calculation gives -8.82 eV. Its energy relative to the best compared isomer or geometry (same formula, charge and spin) is 46.2 kcal per mole. As for the LUMO energy: -0.11 eV. The value obtained for the max |F| is 0.0644 hartree/bohr. The total energy is -16779.62400 eV.

Each line ends with the Löwdin charge.
CARTESIAN COORDINATES (ANGSTROEM)
1 C -1.493 1.652 -0.008  -0.338
2 C -0.308 0.301 1.655  -0.126
3 C 1.368 -1.175 -1.771  -0.033
4 C -1.273 0.495 0.772  -0.806
5 N -1.689 2.594 -0.616  0.169
6 N 1.577 -0.707 -0.627  -0.193
7 N 1.613 -0.025 0.278  0.187
8 I -2.521 -1.169 0.327  0.833
9 H -0.298 -0.555 2.310  0.058
10 H 0.450 1.128 1.865  0.102
11 H 2.225 -1.664 -2.188  0.067
12 H 0.346 -0.875 -1.998  0.079

---

Record 4
Density functional theory data (ωB97M-V with the def2-TZVPD basis set) for a cluster of 3 separate species, C5H13N3 in total at a distorted geometry.

For the HOMO energy (spin up / spin down), the calculation gives -7.50 / -6.66 eV. Its energy relative to the best compared isomer or geometry (same formula, charge and spin) is 123.1 kcal per mole. As for the LUMO energy (spin up / spin down): 0.51 / 0.00 eV. The value obtained for the max |F| is 0.0943 hartree/bohr. The total energy is -9861.02664 eV.

Each line ends with the Löwdin charge.
CARTESIAN COORDINATES (ANGSTROEM)
1 C 1.248 -0.603 0.146  -0.221
2 C -1.371 -1.052 -1.128  -0.094
3 C 1.924 0.161 -0.947  -0.100
4 C 1.725 -0.373 1.544  -0.105
5 N -0.902 -0.408 0.093  0.007
6 C -0.742 0.830 0.273  -0.401
7 N -2.826 1.056 0.363  -0.055
8 N -0.230 1.891 0.629  0.164
9 H 1.098 -1.654 -0.085  0.097
10 H -3.178 0.400 1.062  -0.039
11 H -3.296 0.785 -0.502  -0.053
12 H -0.954 2.582 0.834  0.074
13 H -1.509 -0.355 -1.956  0.087
14 H -2.322 -1.538 -0.915  0.080
15 H -0.650 -1.815 -1.435  0.074
16 H 1.450 -0.006 -1.918  0.076
17 H 2.972 -0.164 -1.042  0.092
18 H 1.946 1.234 -0.740  0.073
19 H 1.102 -0.891 2.276  0.083
20 H 1.771 0.690 1.789  0.071
21 H 2.744 -0.772 1.660  0.090

---

Record 5
Density functional theory data (ωB97M-V with the def2-TZVPD basis set) for a cluster of 2 separate species, C23H18N2 in total at a distorted geometry.

For the HOMO energy, the calculation gives -6.65 eV. Its energy relative to the best compared isomer or geometry (same formula, charge and spin) is 76.7 kcal per mole. As for the LUMO energy: -2.49 eV. The value obtained for the max |F| is 0.0565 hartree/bohr. The total energy is -27120.48707 eV.

Each line ends with the Löwdin charge.
CARTESIAN COORDINATES (ANGSTROEM)
1 C 0.175 0.437 -1.701  -0.093
2 C -0.783 1.431 -1.810  -0.301
3 N -1.689 2.185 -1.872  0.134
4 C 1.557 0.691 -1.802  -0.248
5 C 2.519 -0.367 -1.809  -0.030
6 C 3.875 -0.097 -1.844  -0.040
7 C 4.329 1.231 -1.884  -0.252
8 C 5.733 1.523 -1.904  -0.193
9 N 6.874 1.787 -1.906  0.136
10 C 3.406 2.286 -1.904  -0.033
11 C 2.044 2.030 -1.886  -0.015
12 H -0.172 -0.592 -1.619  0.109
13 H 2.164 -1.400 -1.785  0.114
14 H 4.604 -0.911 -1.854  0.121
15 H 3.777 3.313 -1.952  0.122
16 H 1.329 2.854 -1.933  0.112
17 C -6.237 -0.214 0.282  -0.048
18 C -4.770 -0.135 0.558  -0.257
19 C -4.166 1.106 0.811  -0.031
20 C -2.810 1.196 1.047  -0.018
21 C -1.955 0.041 1.043  -0.201
22 C -0.569 0.278 1.250  0.055
23 C 0.533 -0.602 1.441  -0.212
24 C 1.794 -0.003 1.770  -0.019
25 C 2.943 -0.760 1.913  -0.075
26 C 2.892 -2.155 1.761  -0.070
27 C 1.676 -2.767 1.436  -0.075
28 C 0.517 -2.014 1.278  -0.018
29 C -2.600 -1.211 0.813  0.002
30 C -3.964 -1.279 0.559  -0.028
31 H -6.536 -1.245 0.077  0.077
32 H -6.829 0.156 1.129  0.090
33 H -6.501 0.402 -0.586  0.092
34 H -4.783 2.006 0.822  0.124
35 H -2.351 2.170 1.224  0.117
36 H -0.307 1.336 1.340  0.124
37 H 1.837 1.080 1.900  0.119
38 H 3.890 -0.278 2.165  0.113
39 H 3.794 -2.755 1.900  0.108
40 H 1.630 -3.852 1.317  0.109
41 H -0.404 -2.521 1.019  0.081
42 H -2.031 -2.133 0.826  0.083
43 H -4.432 -2.247 0.367  0.116

---

Record 6
Density functional theory data (ωB97M-V with the def2-TZVPD basis set) for an isolated molecule of C3H5B at a distorted geometry.

For the HOMO energy (spin up / spin down), the calculation gives -7.65 / -7.65 eV. Its energy relative to the best compared isomer or geometry (same formula, charge and spin) is 56.7 kcal per mole. Its structure (SMILES) is C1B2CC12. As for the LUMO energy (spin up / spin down): -0.23 / -0.23 eV. The value obtained for the max |F| is 0.0664 hartree/bohr. The total energy is -3863.48141 eV.

Each line ends with the Löwdin charge.
CARTESIAN COORDINATES (ANGSTROEM)
1 C -1.128 0.187 -0.134  -0.170
2 B 0.097 1.088 0.328  -0.027
3 C 1.237 0.087 -0.102  -0.142
4 C 0.039 -0.760 0.167  -0.193
5 H -2.068 0.178 0.674  0.145
6 H -1.507 0.277 -1.203  0.101
7 H 1.274 0.308 -1.123  0.070
8 H 2.284 -0.160 0.238  0.116
9 H -0.228 -1.204 1.155  0.099

---

Record 7
Density functional theory data (ωB97M-V with the def2-TZVPD basis set) for a structure of composition C24H25F6IMoN5O11S5 at a distorted geometry.

For the HOMO energy (spin up / spin down), the calculation gives -11.69 / -11.68 eV. Its energy relative to the best compared isomer or geometry (same formula, charge and spin) is 0.0 kcal per mole. As for the LUMO energy (spin up / spin down): -3.82 / -4.44 eV. The value obtained for the max |F| is 0.0224 hartree/bohr. The multiplicity is 3. Its net charge is +1. The total energy is -135699.02483 eV.

Each line ends with the Löwdin charge.
CARTESIAN COORDINATES (ANGSTROEM)
1 Mo 0.211 -0.342 0.679  1.735
2 F 4.592 -0.878 1.194  0.146
3 C 4.657 0.402 0.848  -0.680
4 F 4.453 1.169 1.910  0.144
5 F 5.836 0.663 0.324  0.185
6 S 3.328 0.724 -0.413  0.672
7 O 2.236 -0.164 0.056  -0.536
8 O 3.866 0.366 -1.676  -0.207
9 N 2.988 2.229 -0.254  -0.258
10 S 1.595 2.768 0.221  0.681
11 O 0.820 1.725 0.915  -0.470
12 O 0.905 3.545 -0.743  -0.198
13 C 2.078 3.857 1.645  -0.669
14 F 3.195 4.496 1.363  0.180
15 F 2.272 3.073 2.713  0.132
16 F 1.107 4.711 1.886  0.187
17 O -0.855 1.319 3.388  -0.285
18 S -1.837 1.449 2.349  0.543
19 O -2.278 2.767 2.042  -0.224
20 O -1.392 0.693 1.095  -0.536
21 C -3.220 0.455 2.849  -0.219
22 C -4.180 1.154 3.570  -0.041
23 C -5.273 0.500 4.112  -0.039
24 C -5.418 -0.863 3.918  -0.040
25 C -4.479 -1.566 3.180  -0.048
26 C -3.363 -0.925 2.642  -0.195
27 S -2.229 -2.130 1.914  0.569
28 O -3.027 -3.255 1.541  -0.257
29 O -1.246 -2.409 2.964  -0.354
30 O -1.453 -1.641 0.709  -0.458
31 H -4.049 2.224 3.687  0.124
32 H -6.012 1.054 4.675  0.119
33 H -6.261 -1.390 4.344  0.118
34 H -4.599 -2.626 3.006  0.115
35 I 2.972 -5.349 -1.847  0.930
36 C 1.915 -4.133 -0.565  -0.752
37 C 1.243 -4.494 0.591  -0.087
38 N 0.693 -3.390 1.091  0.037
39 N 0.956 -2.325 0.326  -0.164
40 C 1.715 -2.764 -0.688  -0.165
41 H 1.141 -5.454 1.070  0.139
42 H 0.103 -3.276 1.917  0.111
43 H 2.095 -2.087 -1.434  0.117
44 S 1.585 -0.638 2.785  0.771
45 C 0.926 -0.285 4.346  -0.748
46 N 1.439 0.656 5.133  0.057
47 C 0.600 0.837 6.325  -0.101
48 C -0.205 -0.475 6.344  -0.088
49 N 0.023 -0.990 4.990  0.065
50 H 1.955 1.421 4.729  0.137
51 H -0.049 1.703 6.187  0.123
52 H 1.203 0.975 7.217  0.122
53 H -1.263 -0.315 6.534  0.125
54 H 0.183 -1.182 7.076  0.124
55 H -0.557 -1.664 4.509  0.098
56 C -6.081 -2.488 -1.167  -0.026
57 C -4.729 -1.985 -1.578  -0.227
58 C -4.358 -0.656 -1.373  0.014
59 C -3.086 -0.205 -1.666  -0.180
60 C -2.761 1.271 -1.592  -0.004
61 C -2.153 -1.140 -2.172  -0.135
62 C -0.763 -0.817 -2.263  -0.104
63 O -0.092 -0.239 -1.387  -0.117
64 C -2.544 -2.450 -2.515  -0.188
65 C -1.572 -3.423 -3.136  -0.016
66 C -3.827 -2.847 -2.199  0.011
67 H -6.717 -1.684 -0.803  0.081
68 H -5.959 -3.229 -0.373  0.092
69 H -6.582 -2.984 -2.001  0.092
70 H -5.089 0.046 -0.984  0.128
71 H -3.680 1.853 -1.560  0.094
72 H -2.191 1.583 -2.466  0.097
73 H -2.179 1.525 -0.710  0.054
74 H -0.203 -1.110 -3.159  0.154
75 H -0.777 -3.701 -2.438  0.080
76 H -1.102 -2.997 -4.027  0.092
77 H -2.087 -4.335 -3.433  0.088
78 H -4.136 -3.865 -2.418  0.131